Formula: C15H24BrCl2FN9O9P
Source: OMol25
Level of theory: ωB97M-V with the def2-TZVPD basis set

CARTESIAN COORDINATES (ANGSTROEM)
C1 2.299 -0.017 -2.108
C2 2.602 0.117 -0.624
Cl1 3.259 -1.449 -0.038
C3 1.381 0.626 0.199
C4 0.942 -0.192 1.369
C5 -0.150 -0.978 1.401
C6 -1.024 -1.220 0.227
O1 -2.218 -1.086 0.285
N1 -0.352 -1.609 -1.002
C7 -0.482 -2.997 -1.199
O2 0.179 -3.840 -0.733
F1 -1.490 -3.277 -2.044
C8 -0.618 -1.648 2.651
O3 -1.456 -2.522 2.602
C9 -0.082 -1.130 3.935
Br1 -0.837 -1.821 5.513
C10 0.901 -0.224 3.918
P1 1.496 0.871 5.274
O4 0.114 1.141 6.091
Cl2 1.475 2.581 4.130
C11 1.698 -0.111 2.655
O5 2.896 -0.032 2.742
H1 1.759 0.850 -2.480
H2 1.808 -0.954 -2.339
H3 3.251 -0.029 -2.636
H4 3.385 0.852 -0.521
H5 1.663 1.594 0.619
H6 0.553 0.826 -0.476
H7 -0.852 -1.137 -1.754
H8 0.208 0.685 6.940
N2 2.241 -1.667 -6.855
C12 1.477 -1.414 -5.748
N3 0.311 -2.130 -5.672
O6 1.811 -0.614 -4.893
H9 1.986 -2.323 -7.568
H10 3.103 -1.163 -6.940
H11 -0.276 -1.971 -4.877
H12 0.022 -2.795 -6.363
N4 -3.393 1.400 1.011
C13 -2.860 2.643 0.875
N5 -3.555 3.664 1.467
O7 -1.816 2.837 0.264
H13 -4.239 1.201 1.512
H14 -2.879 0.644 0.586
H15 -3.176 4.587 1.383
H16 -4.407 3.528 1.976
N6 -4.379 -2.924 2.381
C14 -5.134 -2.443 3.409
N7 -6.312 -3.110 3.636
O8 -4.795 -1.485 4.083
H17 -4.647 -3.703 1.813
H18 -3.505 -2.462 2.197
H19 -6.888 -2.779 4.386
H20 -6.614 -3.899 3.099
N8 4.372 4.738 -1.260
C15 4.254 3.623 -2.040
N9 4.697 3.751 -3.326
O9 3.783 2.579 -1.620
H21 4.754 5.605 -1.585
H22 4.052 4.670 -0.312
H23 4.616 2.947 -3.919
H24 5.086 4.596 -3.697

Orbital gap = 7.70 eV
Maximum force = 0.97 eV/Å
LUMO = -0.0511 Ha
E = -5691.75932 Ha

Results of the Löwdin charge analysis, in e, for atoms 1 through 8: -0.173, -0.674, 0.662, -0.113, -0.089, 0.002, -0.331, 0.135